(1)
111
Properties=species:S:1:pos:R:3:lowdin_charge:R:1 method="wB97M-V/def2-TZVPD" mol_weight_g_mol=1017.30 e_homo_ev="-16.079 / -16.079" homo_lumo_gap_ev="3.2 / 3.2" e_tot_ha=-7637.623917 total_charge=+4 de_lowest_kcal_mol=20.9
V -0.174 0.878 -0.318 0.90
C -7.791 0.923 -2.798 -0.01
C -6.488 0.975 -2.075 -0.21
C -5.399 0.197 -2.494 0.01
C -4.200 0.230 -1.810 -0.06
C -4.098 1.062 -0.693 -0.31
C -5.158 1.853 -0.246 -0.01
C -6.343 1.798 -0.949 0.02
S -2.626 1.073 0.211 0.75
O -2.790 1.248 1.611 -0.18
O -1.632 2.069 -0.402 -0.44
N -1.730 -0.260 -0.159 -0.13
C -1.288 -1.032 0.929 -0.38
C -2.034 -1.805 1.796 0.06
C -1.361 -2.380 2.863 0.04
C 0.010 -2.172 3.012 0.02
C 0.674 -1.397 2.086 -0.07
N 0.023 -0.827 1.060 0.04
H -7.688 0.516 -3.801 0.09
H -8.248 1.910 -2.851 0.10
H -8.490 0.284 -2.251 0.12
H -5.509 -0.450 -3.354 0.13
H -3.371 -0.402 -2.100 0.10
H -5.046 2.476 0.632 0.13
H -7.182 2.396 -0.618 0.14
H -3.094 -1.951 1.641 0.15
H -1.901 -2.976 3.586 0.15
H 0.550 -2.604 3.842 0.14
H 1.738 -1.216 2.160 0.12
C 3.780 3.169 -0.106 0.02
N 2.963 4.319 -0.547 -0.16
C 3.375 5.563 0.175 0.04
C 1.486 4.031 -0.481 -0.08
C 0.977 3.532 0.854 -0.21
C 0.893 4.463 1.886 0.00
C 0.478 4.112 3.165 0.01
C 0.117 2.805 3.427 0.00
C 0.123 1.874 2.395 -0.07
C 0.542 2.210 1.109 -0.11
H 4.824 3.442 -0.127 0.11
H 3.613 2.322 -0.768 0.09
H 3.499 2.910 0.912 0.11
H 3.171 4.485 -1.534 0.19
H 3.334 5.394 1.247 0.11
H 2.726 6.392 -0.099 0.12
H 4.399 5.808 -0.099 0.13
H 1.281 3.292 -1.254 0.07
H 0.989 4.965 -0.744 0.15
H 1.131 5.500 1.683 0.13
H 0.422 4.862 3.943 0.14
H -0.222 2.508 4.410 0.14
H -0.250 0.889 2.626 0.09
Cl 8.994 1.797 2.853 0.76
C 7.958 0.800 1.917 -0.66
C 7.460 1.258 0.705 -0.09
C 6.668 0.427 -0.075 -0.04
C 6.369 -0.867 0.328 -0.19
C 5.656 -1.847 -0.586 -0.30
C 4.241 -2.278 -0.104 -0.03
N 3.117 -1.459 -0.600 0.00
C 2.358 -1.848 -1.668 0.02
C 1.402 -0.911 -1.851 -0.11
N 1.561 0.077 -0.886 -0.11
C 2.629 -0.298 -0.146 -0.10
O 5.478 -1.357 -1.889 -0.13
C 6.542 -1.580 -2.837 -0.11
C 7.197 -0.292 -3.237 -0.34
C 6.610 0.619 -4.071 -0.98
Cl 5.047 0.499 -4.760 0.65
S 7.626 1.975 -4.392 1.03
C 8.847 1.333 -3.387 -0.38
C 8.491 0.139 -2.840 -0.14
C 6.857 -1.295 1.567 -0.58
Cl 6.514 -2.895 2.132 0.79
C 7.639 -0.474 2.360 -0.10
H 7.747 2.242 0.359 0.11
H 6.319 0.755 -1.046 0.11
H 6.252 -2.765 -0.580 0.15
H 4.222 -2.294 0.983 0.10
H 4.054 -3.280 -0.484 0.15
H 2.562 -2.747 -2.224 0.16
H 0.622 -0.893 -2.594 0.09
H 3.026 0.231 0.706 0.15
H 6.084 -2.044 -3.711 0.13
H 7.292 -2.262 -2.434 0.14
H 9.781 1.857 -3.264 0.08
H 9.138 -0.424 -2.182 0.13
H 8.025 -0.836 3.303 0.12
C 1.420 1.922 -3.543 -0.23
As -0.374 1.671 -2.778 1.25
C -1.159 3.443 -2.881 -0.21
C -1.293 0.709 -4.298 -0.22
C -1.277 1.592 -5.493 -0.33
C -0.232 1.519 -6.421 -0.04
C -0.279 2.263 -7.586 -0.03
C -1.370 3.085 -7.846 -0.02
C -2.412 3.169 -6.927 -0.03
C -2.362 2.437 -5.757 -0.05
H 1.413 2.806 -4.178 0.06
H 1.671 1.056 -4.151 0.03
H 2.180 2.009 -2.769 0.01
H -0.810 3.944 -3.781 0.06
H -0.943 4.035 -1.995 0.03
H -2.240 3.320 -2.942 0.05
H -2.306 0.485 -3.970 0.07
H -0.743 -0.217 -4.463 0.09
H 0.595 0.839 -6.252 0.11
H 0.525 2.189 -8.305 0.12
H -1.421 3.646 -8.769 0.13
H -3.267 3.797 -7.136 0.12
H -3.192 2.484 -5.060 0.12



(2)
116
Properties=species:S:1:pos:R:3:mulliken_spin:R:1 method="wB97M-V/def2-TZVPD" mol_weight_g_mol=1267.12 e_homo_ev="-8.121 / -8.390" homo_lumo_gap_ev="8.4 / 7.5" e_tot_ha=-4433.578825 total_charge=0 multiplicity=2 de_lowest_kcal_mol=22.1
Pb -1.597 0.964 0.060 0.07
N -0.149 4.851 -3.276 0.00
C -0.615 3.479 -2.802 0.00
C -0.549 2.494 -3.973 0.00
P 0.664 2.941 -1.564 0.00
O 0.215 3.564 -0.112 0.00
O 1.876 3.681 -2.053 0.00
O 0.575 1.464 -1.421 0.00
P -2.340 3.670 -2.224 0.00
O -2.149 4.874 -1.153 0.00
O -3.138 4.196 -3.350 0.00
O -2.683 2.376 -1.526 0.01
H 0.869 4.849 -3.040 0.00
H -0.649 5.585 -2.772 0.00
H -0.314 4.965 -4.272 0.00
H 0.456 2.465 -4.404 0.00
H -1.276 2.779 -4.737 0.00
H -0.785 1.489 -3.622 0.00
H 0.309 2.863 0.570 0.00
H -1.579 4.585 -0.418 0.00
C -2.705 4.194 3.815 0.00
C -4.045 3.969 4.073 0.00
C -4.782 3.217 3.175 0.00
C -4.152 2.709 2.044 0.00
N -2.846 2.879 1.821 -0.01
C -2.148 3.616 2.686 0.00
C -4.926 1.933 1.031 0.00
C -6.279 2.182 0.833 0.00
C -6.973 1.433 -0.102 0.00
C -6.297 0.456 -0.810 0.00
C -4.945 0.284 -0.567 0.00
N -4.271 1.010 0.328 -0.02
H -2.093 4.786 4.482 0.00
H -4.512 4.365 4.966 0.00
H -5.829 3.015 3.355 0.00
H -1.092 3.739 2.475 0.00
H -6.774 2.972 1.382 0.00
H -8.027 1.618 -0.274 0.00
H -6.793 -0.149 -1.558 0.00
H -4.360 -0.454 -1.105 0.01
C -3.973 -2.941 2.207 0.06
O -3.548 -1.611 1.816 0.00
C -2.262 -1.373 1.850 0.56
O -1.364 -2.005 2.283 0.30
H -4.635 -3.294 1.422 0.00
H -4.507 -2.857 3.149 0.00
H -3.107 -3.591 2.311 0.00
C 7.767 0.873 -2.498 0.00
C 6.642 0.507 -1.566 0.00
C 5.725 1.455 -1.142 0.00
C 4.678 1.156 -0.272 0.00
C 3.757 2.305 0.080 0.00
C 4.559 -0.169 0.172 0.00
Te 3.082 -0.818 1.555 0.00
N 1.622 0.459 1.273 0.00
C 1.067 1.102 2.302 -0.01
O 0.057 1.827 2.130 0.00
C 1.603 1.025 3.712 0.01
C 2.890 1.462 4.015 0.00
C 3.376 1.361 5.312 0.00
C 2.584 0.808 6.310 0.00
C 1.296 0.377 6.011 0.00
C 0.802 0.499 4.719 0.00
C 2.168 -2.378 0.460 0.00
C 1.883 -2.284 -0.904 0.00
C 2.161 -1.066 -1.752 0.00
C 1.266 -3.382 -1.504 0.00
C 0.937 -4.528 -0.797 0.00
C 0.303 -5.712 -1.480 0.00
C 1.204 -4.565 0.568 0.00
C 1.807 -3.504 1.221 0.00
C 2.031 -3.603 2.713 0.00
C 5.495 -1.147 -0.210 0.00
C 5.497 -2.589 0.259 0.00
C 6.508 -0.788 -1.084 0.00
H 7.532 1.774 -3.064 0.00
H 7.973 0.065 -3.203 0.00
H 8.685 1.062 -1.935 0.00
H 5.806 2.477 -1.502 0.00
H 4.341 3.131 0.491 0.00
H 2.976 2.037 0.779 0.00
H 3.260 2.673 -0.821 0.00
H 3.507 1.904 3.238 0.00
H 4.373 1.719 5.544 0.00
H 2.967 0.718 7.319 0.00
H 0.673 -0.047 6.789 0.00
H -0.208 0.180 4.481 0.00
H 2.039 -0.143 -1.188 0.00
H 1.441 -1.024 -2.567 0.00
H 3.169 -1.097 -2.174 0.00
H 1.013 -3.315 -2.558 0.00
H 0.069 -5.488 -2.521 0.00
H -0.625 -6.004 -0.984 0.00
H 0.975 -6.573 -1.458 0.00
H 0.917 -5.439 1.146 0.00
H 1.587 -4.519 3.099 0.00
H 1.556 -2.774 3.242 0.00
H 3.091 -3.612 2.970 0.00
H 4.648 -2.873 0.873 0.00
H 6.402 -2.794 0.834 0.00
H 5.491 -3.263 -0.598 0.00
H 7.215 -1.551 -1.399 0.00
Cl -4.973 -5.811 -4.804 0.00
C -4.063 -4.530 -4.052 0.00
C -4.017 -4.454 -2.670 0.00
C -3.304 -3.421 -2.078 0.00
C -2.629 -2.486 -2.853 0.00
C -2.678 -2.591 -4.239 0.00
C -3.400 -3.608 -4.846 0.00
C -1.871 -1.339 -2.213 0.00
O -1.045 -0.716 -2.874 0.00
O -2.178 -1.118 -0.982 0.02
H -4.535 -5.193 -2.072 0.00
H -3.256 -3.330 -0.999 0.00
H -2.138 -1.859 -4.828 0.00
H -3.451 -3.690 -5.924 0.00



(3)
106
Properties=species:S:1:pos:R:3:lowdin_charge:R:1 method="wB97M-V/def2-TZVPD" mol_weight_g_mol=897.77 e_homo_ev=-6.089 homo_lumo_gap_ev=5.7 e_tot_ha=-3402.919785 total_charge=0 de_lowest_kcal_mol=0.0
In 2.164 0.968 -0.642 0.73
C 1.676 3.346 3.270 -0.01
C 1.996 2.350 2.206 -0.26
N 1.465 2.339 1.043 -0.02
N 0.497 3.261 0.734 0.09
C 0.372 3.346 -0.583 -0.45
O 1.087 2.731 -1.435 -0.11
C -0.713 4.232 -1.091 -0.14
C -1.735 4.666 -0.251 -0.03
C -2.756 5.455 -0.757 -0.08
C -2.753 5.825 -2.097 -0.09
C -1.728 5.402 -2.930 -0.08
C -0.712 4.599 -2.431 -0.03
C 2.995 1.276 2.475 -0.23
C 3.654 1.147 3.690 0.00
C 4.559 0.104 3.839 -0.05
C 4.782 -0.766 2.786 -0.04
C 4.084 -0.563 1.603 -0.11
N 3.216 0.428 1.472 0.03
H 0.961 4.072 2.897 0.07
H 1.252 2.843 4.141 0.08
H 2.587 3.857 3.589 0.09
H -1.716 4.375 0.790 0.10
H -3.554 5.787 -0.104 0.10
H -3.550 6.445 -2.488 0.10
H -1.721 5.692 -3.973 0.10
H 0.083 4.237 -3.068 0.12
H 3.466 1.840 4.497 0.11
H 5.089 -0.021 4.774 0.11
H 5.484 -1.584 2.868 0.11
H 4.214 -1.186 0.722 0.11
C -5.545 -2.032 -0.807 -0.42
S -4.512 -3.424 -1.299 0.80
C -3.639 -3.785 0.254 -0.48
C -2.230 -3.207 0.375 -0.23
C -2.237 -1.681 0.308 -0.26
N -0.920 -1.016 0.364 -0.45
P -0.125 -0.652 1.837 1.02
C -0.383 -2.162 2.837 -0.37
C 0.580 -3.159 2.687 -0.11
C 0.431 -4.390 3.311 -0.08
C -0.678 -4.628 4.109 -0.08
C -1.632 -3.634 4.287 -0.08
C -1.484 -2.408 3.655 -0.10
C -1.188 0.533 2.738 -0.37
C -0.926 0.737 4.096 -0.13
C -1.612 1.701 4.816 -0.09
C -2.567 2.492 4.188 -0.09
C -2.821 2.312 2.839 -0.08
C -2.130 1.344 2.119 -0.09
P 0.059 -0.776 -1.031 0.99
C 0.101 -2.365 -1.889 -0.35
C -0.910 -2.799 -2.741 -0.10
C -0.864 -4.081 -3.269 -0.08
C 0.197 -4.921 -2.964 -0.08
C 1.226 -4.479 -2.142 -0.07
C 1.181 -3.200 -1.610 -0.09
C -0.923 0.265 -2.168 -0.35
C -2.163 0.824 -1.886 -0.09
C -2.802 1.638 -2.814 -0.08
C -2.209 1.887 -4.040 -0.09
C -0.964 1.341 -4.328 -0.07
C -0.321 0.541 -3.398 -0.10
H -6.143 -1.755 -1.674 0.03
H -4.958 -1.165 -0.507 0.02
H -6.221 -2.310 0.002 0.04
H -3.590 -4.872 0.327 0.07
H -4.274 -3.446 1.077 0.08
H -1.603 -3.613 -0.416 0.09
H -1.810 -3.550 1.320 0.09
H -2.851 -1.283 1.124 0.11
H -2.723 -1.389 -0.625 0.07
H 1.445 -2.973 2.057 0.10
H 1.181 -5.159 3.174 0.10
H -0.797 -5.587 4.598 0.10
H -2.496 -3.818 4.914 0.10
H -2.238 -1.642 3.789 0.11
H -0.183 0.126 4.600 0.11
H -1.403 1.836 5.870 0.10
H -3.105 3.245 4.750 0.10
H -3.553 2.931 2.335 0.10
H -2.314 1.237 1.061 0.08
H -1.745 -2.150 -2.974 0.11
H -1.664 -4.422 -3.914 0.11
H 0.231 -5.920 -3.383 0.10
H 2.070 -5.123 -1.928 0.10
H 1.999 -2.826 -1.005 0.09
H -2.646 0.628 -0.940 0.07
H -3.761 2.080 -2.573 0.11
H -2.707 2.520 -4.764 0.10
H -0.481 1.552 -5.274 0.11
H 0.671 0.151 -3.608 0.10
C 5.298 0.739 -1.861 -0.10
C 4.153 0.146 -2.695 -0.83
C 4.681 -1.104 -3.414 -0.09
C 3.746 1.177 -3.760 -0.08
N 3.019 -0.304 -1.895 -0.17
H 6.198 0.938 -2.451 0.07
H 5.557 0.050 -1.053 0.06
H 4.986 1.691 -1.412 0.06
H 5.511 -0.871 -4.089 0.07
H 3.875 -1.556 -3.995 0.07
H 5.021 -1.839 -2.682 0.07
H 4.602 1.539 -4.341 0.07
H 3.262 2.041 -3.293 0.06
H 3.027 0.732 -4.452 0.07



(4)
109
Properties=species:S:1:pos:R:3:lowdin_charge:R:1 method="wB97M-V/def2-TZVPD" mol_weight_g_mol=923.91 e_homo_ev=-6.534 homo_lumo_gap_ev=6.9 e_tot_ha=-3393.538621 total_charge=0 de_lowest_kcal_mol=0.0
In 0.249 0.586 0.258 0.66
C 2.424 3.294 -1.363 -0.20
Si 1.353 2.935 0.149 0.50
C 2.211 3.503 1.747 -0.22
C -0.188 4.048 0.002 -0.31
C 0.057 5.411 -0.217 -0.11
C -0.968 6.334 -0.335 -0.09
C -2.285 5.901 -0.243 -0.09
C -2.548 4.559 -0.031 -0.12
C -1.526 3.610 0.101 -0.31
Si -2.082 1.825 0.518 0.50
C -2.714 2.034 2.308 -0.22
C -3.641 1.490 -0.531 -0.22
H 2.626 4.363 -1.467 0.03
H 1.910 2.956 -2.265 0.03
H 3.383 2.775 -1.309 0.00
H 2.824 4.390 1.562 0.03
H 2.855 2.725 2.163 0.00
H 1.459 3.769 2.494 0.02
H 1.082 5.761 -0.295 0.09
H -0.744 7.381 -0.499 0.10
H -3.100 6.609 -0.337 0.10
H -3.584 4.240 0.035 0.09
H -3.680 2.544 2.287 0.03
H -2.026 2.647 2.895 0.03
H -2.859 1.081 2.828 -0.01
H -4.539 1.599 0.081 0.03
H -3.653 0.476 -0.940 -0.03
H -3.713 2.187 -1.369 0.03
N 0.369 0.323 2.788 -0.01
C 1.092 -0.907 3.125 -0.23
C 0.533 -2.039 2.276 -0.22
N 0.668 -1.674 0.868 -0.01
H 0.876 1.145 3.097 0.08
H -0.548 0.336 3.221 0.08
H 1.029 -1.162 4.186 0.12
H 2.139 -0.751 2.862 0.10
H -0.529 -2.189 2.494 0.11
H 1.057 -2.969 2.512 0.12
H 0.208 -2.330 0.244 0.04
H 1.645 -1.608 0.586 0.06
O -0.032 -1.568 -2.093 -0.11
N -0.508 -0.282 -2.258 -0.02
C -1.715 -0.192 -2.640 -0.15
C -2.688 -1.273 -2.921 -0.20
C -3.149 -1.390 -4.233 -0.02
C -4.055 -2.376 -4.579 -0.07
C -4.532 -3.247 -3.607 -0.07
C -4.105 -3.112 -2.298 -0.09
C -3.189 -2.123 -1.935 -0.31
P -2.711 -1.883 -0.178 1.11
C -2.534 -3.652 0.316 -0.37
C -1.448 -4.329 -0.247 -0.11
C -1.177 -5.643 0.098 -0.08
C -1.979 -6.301 1.021 -0.09
C -3.059 -5.638 1.583 -0.08
C -3.336 -4.321 1.235 -0.09
C -4.291 -1.396 0.615 -0.39
C -4.240 -1.180 1.995 -0.14
C -5.357 -0.761 2.698 -0.08
C -6.545 -0.512 2.021 -0.08
C -6.601 -0.693 0.648 -0.08
C -5.485 -1.136 -0.051 -0.10
H 0.955 -1.443 -2.254 0.04
H -2.032 0.830 -2.827 0.13
H -2.770 -0.715 -4.990 0.12
H -4.391 -2.466 -5.604 0.11
H -5.242 -4.021 -3.868 0.11
H -4.494 -3.774 -1.533 0.11
H -0.826 -3.822 -0.979 0.10
H -0.333 -6.154 -0.350 0.11
H -1.767 -7.327 1.293 0.10
H -3.693 -6.148 2.297 0.10
H -4.191 -3.828 1.679 0.10
H -3.305 -1.344 2.522 0.10
H -5.302 -0.618 3.769 0.11
H -7.416 -0.164 2.560 0.10
H -7.520 -0.490 0.112 0.11
H -5.549 -1.266 -1.123 0.10
O 2.474 -1.054 -2.744 0.03
C 3.140 -0.627 -1.798 -0.53
N 4.487 -0.427 -1.833 0.16
C 5.012 -0.096 -0.526 -0.26
C 3.665 0.047 0.242 -0.45
O 3.578 0.373 1.419 0.02
N 2.642 -0.310 -0.560 0.09
C 5.879 1.154 -0.565 -0.15
C 7.023 1.140 -1.359 -0.03
C 7.836 2.257 -1.445 -0.08
C 7.521 3.405 -0.729 -0.09
C 6.394 3.420 0.076 -0.07
C 5.578 2.298 0.163 -0.03
C 5.765 -1.261 0.120 -0.14
C 5.693 -2.548 -0.399 -0.02
C 6.356 -3.597 0.227 -0.08
C 7.088 -3.370 1.381 -0.09
C 7.153 -2.087 1.910 -0.07
C 6.496 -1.040 1.285 -0.02
H 5.047 -0.607 -2.647 0.16
H 7.290 0.242 -1.906 0.12
H 8.722 2.233 -2.065 0.10
H 8.157 4.278 -0.795 0.10
H 6.139 4.308 0.641 0.10
H 4.714 2.307 0.811 0.09
H 5.115 -2.737 -1.294 0.11
H 6.296 -4.592 -0.194 0.10
H 7.609 -4.187 1.863 0.10
H 7.720 -1.902 2.813 0.10
H 6.544 -0.042 1.700 0.12